# 1
The following is a quantum chemistry calculation of C2H4O2S2 in the gas phase, from OMol25.

## Properties
- HOMO-LUMO gap: 8.67 eV
- ΔE to the lowest compared entry with this formula, charge and spin: 84.46 kcal per mole

CARTESIAN COORDINATES (ANGSTROEM)
C: -0.67474 0.46291 0.75672
C: 0.29657 -0.75328 -1.44241
O: -0.57178 0.55446 3.28996
O: 1.60150 1.10439 -0.14548
S: 0.28854 0.59687 2.10277
S: 0.25030 0.95639 -0.71201
H: -1.91461 0.53492 0.91678
H: 1.31367 -0.83939 -1.88296
H: -0.52023 -0.98792 -2.13683
H: -0.06922 -1.62935 -0.74653

***

# 2
The following is a quantum chemistry calculation of 2 unconnected molecules or ions with the total composition C2H4O2S3, from OMol25.

## Properties
- HOMO-LUMO gap: 8.49 eV
- ΔE to the lowest compared entry with this formula, charge and spin: 5.82 kcal per mole

CARTESIAN COORDINATES (ANGSTROEM)
S: -1.45827 -1.70342 -0.34922
C: -1.84514 -0.19334 0.06267
S: -3.40691 0.22735 0.74396
S: -0.88714 1.20073 -0.38995
H: -3.51322 1.43386 0.33413
H: -0.02710 0.58803 -1.07576
O: 2.44536 -0.84352 -1.11527
C: 2.40915 -0.07757 -0.16815
O: 1.85870 -0.33515 1.04787
H: 2.83911 1.00349 -0.08116
H: 1.58546 -1.30048 0.99087

***

# 3
The following is a quantum chemistry calculation of a molecular structure, C2H4O2Sn, from OMol25.

## Properties
- HOMO-LUMO gap: 3.26 eV
- ΔE to the lowest compared entry with this formula, charge and spin: 119.89 kcal per mole

CARTESIAN COORDINATES (ANGSTROEM)
Sn: 3.89281 0.20453 1.91520
O: 1.28460 -0.42687 0.59442
C: 0.10356 0.31738 0.18094
C: -1.13880 -0.38388 -0.58368
O: -2.12311 -1.23810 0.06026
H: 0.47755 0.90588 -0.65684
H: -0.13770 1.05236 0.94885
H: -0.67474 -0.88205 -1.43489
H: -1.68417 0.45074 -1.02425

***

# 4
The following is a quantum chemistry calculation of 2 unconnected molecules or ions with the total composition C2H4O3, from OMol25.

## Properties
- HOMO-LUMO gap: 10.13 eV
- ΔE to the lowest compared entry with this formula, charge and spin: 36.53 kcal per mole

CARTESIAN COORDINATES (ANGSTROEM)
O: 1.31240 -1.39625 0.41724
C: 0.23018 -1.67801 1.00250
O: -0.96443 -1.17852 0.58929
H: 0.23063 -2.57779 1.70461
H: -0.77307 -0.23876 0.31302
C: -0.03153 1.82829 -1.02046
O: -0.79607 1.25570 -0.24821
H: 0.73951 2.55140 -0.69722
H: 0.05238 1.43394 -2.06076

***

# 5
The following is a quantum chemistry calculation of 2 unconnected molecules or ions with the total composition C2H4O3, from OMol25.

## Properties
- HOMO-LUMO gap: 11.66 eV
- ΔE to the lowest compared entry with this formula, charge and spin: 55.99 kcal per mole

CARTESIAN COORDINATES (ANGSTROEM)
O: 1.08668 -0.96996 0.21500
C: 1.50883 0.01766 0.74224
C: 1.19057 1.38694 1.08070
O: 2.47961 0.74520 1.34814
H: 1.07765 2.19583 0.44908
H: 0.61508 1.70104 2.03546
O: 0.22208 0.03399 -2.61621
H: 0.27898 -0.61082 -3.30040
H: 0.35595 -0.33706 -1.70291

***

# 6
The following is a quantum chemistry calculation of a gas-phase ion, C2H4O3P (charge -1), from OMol25.

## Properties
- Net charge: -1
- HOMO-LUMO gap: 8.54 eV
- ΔE to the lowest compared entry with this formula, charge and spin: 44.34 kcal per mole

CARTESIAN COORDINATES (ANGSTROEM)
C: -0.84646 0.56809 0.35213
C: 0.24290 -0.34147 -0.03126
O: -3.73201 0.62458 0.80622
O: -2.64381 -1.54964 -0.05946
O: -2.12184 0.70331 -1.27383
P: -2.67305 -0.06615 -0.02487
H: -0.72297 1.59215 0.29612
H: 1.08013 0.05589 -0.57865
H: -0.24091 -0.92125 -0.77690
H: 0.56587 -0.82202 1.00526

***

# 7
The following is a quantum chemistry calculation of a gas-phase ion, C2H4O3P (charge -1), from OMol25.

## Properties
- Net charge: -1
- HOMO-LUMO gap: 7.95 eV
- ΔE to the lowest compared entry with this formula, charge and spin: 44.39 kcal per mole

CARTESIAN COORDINATES (ANGSTROEM)
C: -1.26822 -0.20171 -0.07405
C: -0.45125 -1.28156 -0.11762
O: -0.57595 -2.43554 -0.52446
O: 1.04536 -0.99129 0.46242
P: 1.93851 -0.03685 -0.31241
O: 3.40218 -0.04319 0.03580
H: -2.28783 -0.46756 -0.11311
H: -1.10426 0.85305 0.09557
H: 1.93794 -0.52845 -1.74543
H: 1.42066 1.20903 -0.56948

***

# 8
The following is a quantum chemistry calculation of 2 unconnected molecules or ions with the total composition C2H4O3S, from OMol25.

## Properties
- HOMO-LUMO gap (alpha / beta): 6.79 / 7.34 eV
- ΔE to the lowest compared entry with this formula, charge and spin: 81.26 kcal per mole

CARTESIAN COORDINATES (ANGSTROEM)
C: 0.31853 -0.58594 0.30353
C: 1.14950 0.57272 0.12510
O: 0.02868 -1.71723 0.24033
O: 2.49532 -0.01591 0.07886
O: -3.12429 -0.63279 -0.51672
S: -2.23782 0.46383 0.39362
H: 1.02469 0.99055 -0.84085
H: 1.25767 1.37375 0.82569
H: 2.95923 0.48863 -0.59312
H: -3.87151 -0.93761 -0.01643

***

# 9
The following is a quantum chemistry calculation of a molecular structure, C2H4O3S2, from OMol25.

## Properties
- HOMO-LUMO gap: 9.51 eV
- ΔE to the lowest compared entry with this formula, charge and spin: 40.24 kcal per mole

CARTESIAN COORDINATES (ANGSTROEM)
C: 0.98091 0.22964 -0.54539
C: -0.33956 -0.12766 0.04389
O: 1.57194 1.77938 -3.55508
O: -0.75878 1.34834 -2.73192
O: 1.11909 1.54282 -1.16423
S: 1.24025 -0.85537 -2.08699
S: 0.64699 1.20697 -2.64749
H: 1.72837 -0.06957 0.18995
H: -1.08898 0.04907 -0.57959
H: -0.54607 0.32413 0.89366
H: -0.50718 -1.19160 0.27213

***

# 10
The following is a quantum chemistry calculation of a molecular structure, C2H4O3S2, from OMol25.

## Properties
- HOMO-LUMO gap: 9.62 eV
- ΔE to the lowest compared entry with this formula, charge and spin: 40.68 kcal per mole

CARTESIAN COORDINATES (ANGSTROEM)
C: -0.46384 0.82528 0.77232
C: -0.66642 -0.13162 -0.38794
O: 2.22873 -1.21323 0.13972
O: 2.12503 0.95494 -1.03503
O: 0.87969 0.69330 1.17928
S: -1.28699 -1.71689 0.00972
S: 1.51192 -0.02314 -0.18822
H: -0.65332 1.85775 0.45510
H: -1.10331 0.58007 1.62792
H: -1.00453 0.27328 -1.32916
H: -1.56695 -2.09975 -1.24370